one | Entry from the OMol25 dataset: an isolated ion of composition C4H12NSi and charge +1 (ωB97M-V with the def2-TZVPD basis set).

Atoms and positions in Å:
C: 0.3791 0.3620 -0.7672
C: -1.3543 -2.1787 -1.2851
C: 1.4399 1.5948 0.8272
C: -0.8256 0.6469 1.3914
N: 0.4624 0.4735 0.7108
Si: 0.2900 -1.3256 -1.5185
H: -0.5434 0.9562 -1.0703
H: -2.1622 -2.0348 -1.9031
H: 1.3083 2.2228 -0.0314
H: 1.2983 2.3307 1.6995
H: 2.3917 1.2936 0.8805
H: -0.9852 1.7814 1.2295
H: -1.4685 -0.0166 0.9640
H: -0.8925 0.5391 2.4666
H: 1.0351 -0.3973 0.9909
H: 1.1939 -2.2174 -0.9415
H: 0.1061 -1.0108 -2.9817
H: -1.6731 -3.0197 -0.6615

Gap between HOMO and LUMO (spin up / spin down) (eV): 7.20 / 9.68
HOMO level (spin up / spin down) (eV): -12.85 / -14.20
Net charge: +1

=====

two | Entry from the OMol25 dataset: an isolated ion of composition C4H12NSi and charge +1 (ωB97M-V with the def2-TZVPD basis set).

Atoms and positions in Å:
Si: -2.5324 -0.0664 -0.0367
C: -0.5313 0.1672 0.5651
C: 0.3150 1.3126 0.1307
C: 1.6545 0.6448 -0.2633
C: 1.6147 -0.8203 0.1456
N: 0.1520 -1.0398 -0.1732
H: -3.0938 1.1442 0.4471
H: -3.2034 -1.3089 0.4435
H: -2.5651 -0.3479 -1.4193
H: -0.3073 0.0470 1.5646
H: 0.5348 1.9740 0.8765
H: -0.1086 1.8826 -0.6377
H: 1.6280 0.5874 -1.3457
H: 2.4886 1.2936 -0.0112
H: 2.3697 -1.2940 -0.4733
H: 1.7706 -1.1995 1.2029
H: -0.1110 -0.9134 -1.1289
H: -0.0750 -2.0631 0.1133

Gap between HOMO and LUMO (eV): 11.99
HOMO level (eV): -15.34
SMILES: [SiH3][C@@H]1CCC[NH2+]1
Net charge: +1

=====

On energetic grounds, two is preferred over the next structure by 372.2 kJ/mol.

=====

one | Entry from the OMol25 dataset: a 2-piece molecular cluster, C3H10N3O2 overall (ωB97M-V with the def2-TZVPD basis set).

Atoms and positions in Å:
C: 0.3398 2.0605 0.1181
C: -0.3623 -1.2711 1.5095
C: 0.6641 -2.0967 -1.6023
N: -0.4246 3.1320 0.1095
N: -0.4556 0.9399 0.7773
N: 0.2194 -0.1146 0.9833
O: 1.4153 1.8277 -0.3289
O: 0.2307 -0.7579 -1.2113
H: -0.5476 -2.0043 0.6997
H: 0.3813 -1.7037 2.1955
H: -1.3267 -0.8869 2.0377
H: -0.2848 -2.6693 -1.9695
H: 1.0404 -2.6117 -0.6540
H: 1.2489 -1.9082 -2.4086
H: -1.2878 3.0029 0.5882
H: -0.1223 4.1448 -0.1818
H: -1.4715 0.8951 0.8059
H: 0.7431 0.0216 -1.4683

Gap between HOMO and LUMO (spin up / spin down) (eV): 8.66 / 8.66
HOMO level (spin up / spin down) (eV): -14.39 / -14.39
Net charge: +1

=====

two | Entry from the OMol25 dataset: a 2-piece molecular cluster, C3H10N3O2 overall (ωB97M-V with the def2-TZVPD basis set).

Atoms and positions in Å:
C: 0.6611 0.8912 -0.1539
C: 0.8090 1.4987 -1.4760
C: -1.1242 -0.1276 1.0563
N: -2.4150 -0.0569 1.2734
N: -0.2809 -0.9187 1.7110
N: 1.0228 -1.2059 -1.0329
O: 1.4210 0.8739 0.7239
O: -0.6969 0.5802 0.0204
H: -0.0876 1.2983 -2.0272
H: 1.7601 1.2240 -1.9964
H: 0.8578 2.5349 -1.3552
H: -2.8764 0.5565 0.7052
H: -2.8875 -0.4660 2.1667
H: -0.4401 -1.2423 2.6439
H: 0.6492 -1.1041 1.3331
H: 1.9132 -0.9150 -0.9604
H: 0.7512 -1.3407 -2.0533
H: 0.9632 -2.0804 -0.5786

Gap between HOMO and LUMO (eV): 11.37
HOMO level (eV): -14.47
Net charge: +1

=====

On energetic grounds, two is preferred over the next structure by 338.3 kJ/mol.

=====

one | Entry from the OMol25 dataset: the molecule C8H12O (ωB97M-V with the def2-TZVPD basis set).

Atoms and positions in Å:
O: 1.3277 -0.5891 1.4683
C: 1.4802 -0.0136 0.0925
C: 0.8675 1.4315 0.1987
C: -0.5866 1.3525 -0.0382
C: -0.7505 -0.2885 -0.0490
C: -1.5378 -1.0301 0.9043
C: -2.1644 -0.6055 -0.4732
C: 0.5201 -0.6025 -0.8413
C: 1.9992 -1.0890 -0.9016
H: 2.1564 -0.2381 2.0673
H: 0.9163 1.9999 1.1469
H: 1.0678 2.1965 -0.4693
H: -0.9044 1.7637 -1.2247
H: -1.3897 2.0623 0.7299
H: -1.2509 -2.0616 1.0075
H: -1.8427 -0.7744 1.8653
H: -2.3722 -1.2615 -1.2677
H: -2.9061 0.2696 -0.3510
H: 0.2694 0.0934 -1.7739
H: 2.6836 -0.7339 -1.7991
H: 2.4170 -1.8815 -0.2917

Gap between HOMO and LUMO (eV): 9.52
HOMO level (eV): -8.71
SMILES: O[C@]12CCC3(CC3)[C@@H]1C2
Net charge: 0

=====

two | Entry from the OMol25 dataset: a 2-piece molecular cluster, C8H12O overall (ωB97M-V with the def2-TZVPD basis set).

Atoms and positions in Å:
C: 1.2489 -1.5445 -1.0904
C: 0.8378 -0.7694 0.1533
C: -0.6045 -0.3068 0.2434
C: -1.5817 -0.7538 1.1419
C: -2.8979 -0.3694 1.0914
C: -3.2644 0.6720 0.2361
C: -2.3309 1.1489 -0.6891
C: -0.9727 0.6642 -0.6632
H: 2.2757 -1.9462 -1.1193
H: 1.1199 -0.8476 -1.9356
H: 0.5403 -2.3808 -1.2127
H: 1.0016 -1.3189 1.1003
H: 1.5299 0.0945 0.1415
H: -1.2404 -1.5096 1.8615
H: -3.5527 -0.7658 1.8786
H: -4.2478 1.1483 0.3442
H: -2.5243 2.0735 -1.2488
H: -0.1924 1.1489 -1.2647
O: 5.0138 1.9252 0.7338
H: 5.0425 1.0589 0.2680
H: 4.7994 2.5784 0.0298

Gap between HOMO and LUMO (eV): 9.75
HOMO level (eV): -9.13
SMILES: CCc1ccccc1.O
Net charge: 0

=====

On energetic grounds, two is preferred over the next structure by 703.8 kJ/mol.

=====

one | Entry from the OMol25 dataset: the molecule C8H12O (ωB97M-V with the def2-TZVPD basis set).

Atoms and positions in Å:
C: -0.0064 -1.9537 0.1320
C: -0.8694 -1.0512 0.8251
C: -0.5690 0.3832 1.0683
C: -1.3608 1.5445 1.3916
C: -0.1731 2.1963 0.6929
C: -0.0534 1.0374 -0.2693
C: 1.0439 0.5868 -1.3335
C: 1.3865 -0.6678 -1.5810
H: 0.8990 -2.1879 0.8335
H: -0.2386 -2.9091 -0.1395
H: -1.1318 -1.7797 1.7674
H: -1.9246 -1.3543 0.4499
H: 0.4390 0.3984 1.7629
H: -2.2945 1.7037 0.5779
H: -1.6424 1.7539 2.5168
H: 0.8099 2.3104 1.1867
H: -0.0604 3.2859 -0.0280
H: -0.9026 1.1120 -1.0595
H: 1.9377 1.1500 -1.2478
H: 2.2526 -0.9642 -2.2506
O: 0.6834 -1.8715 -1.2407

Gap between HOMO and LUMO (eV): 9.76
HOMO level (eV): -8.80
Net charge: 0

=====

two | Entry from the OMol25 dataset: a 2-piece molecular cluster, C8H12O overall (ωB97M-V with the def2-TZVPD basis set).

Atoms and positions in Å:
C: -0.2563 -3.0193 -2.2390
C: -0.0766 -2.0791 -1.4791
C: 0.2844 -1.1670 -0.4863
O: 0.6360 -1.9562 0.6030
C: 0.3928 0.1607 -0.5186
C: 0.9147 1.0963 0.5503
C: -0.3386 0.8707 -1.6686
H: -0.4003 -3.8581 -2.8258
H: 1.1940 -1.4304 1.1920
H: 1.6381 0.3928 1.1187
H: 0.0660 1.3281 1.1662
H: 1.3782 1.9266 0.2397
H: 0.3640 1.4686 -2.2822
H: -1.2016 1.3874 -1.1658
H: -0.7097 0.0817 -2.2293
C: -2.0434 1.9250 1.4165
C: -1.6945 2.4363 2.6225
H: -1.9314 0.9062 1.2637
H: -2.4529 2.5985 0.7100
H: -1.3327 1.7694 3.3267
H: -1.6345 3.5072 2.8922

Gap between HOMO and LUMO (eV): 9.14
HOMO level (eV): -8.31
SMILES: C#CC(O)=C(C)C.C=C
Net charge: 0

=====

On energetic grounds, two is preferred over the next structure by 228.7 kJ/mol.

=====

one | Entry from the OMol25 dataset: a 2-piece molecular cluster, BrH2NOS2 overall (ωB97M-V with the def2-TZVPD basis set).

Atoms and positions in Å:
N: 0.4293 -0.3916 0.9708
O: 0.4918 0.3636 -1.5528
S: -0.6682 -2.2782 -0.6976
S: -0.1285 -0.3859 -0.4971
Br: 0.0490 2.4853 0.9624
H: 1.3634 -0.0744 1.2112
H: -1.5367 0.2812 -0.3969

Gap between HOMO and LUMO (spin up / spin down) (eV): 5.53 / 4.47
HOMO level (spin up / spin down) (eV): -10.13 / -9.47
Net charge: 0

=====

two | Entry from the OMol25 dataset: BrH2NOS2 as an isolated structure (ωB97M-V with the def2-TZVPD basis set).

Atoms and positions in Å:
N: 0.4617 -0.8689 0.6184
O: -0.9820 -0.2954 -1.6218
S: -0.9128 1.6854 0.6997
S: -0.1974 0.1012 -0.4686
Br: 0.5223 -2.6553 0.1671
H: 0.1792 1.1841 1.4057
H: 0.9289 0.8489 -0.8005

Gap between HOMO and LUMO (eV): 8.61
HOMO level (eV): -9.10
Net charge: 0

=====

On energetic grounds, two is preferred over the next structure by 189.1 kJ/mol.

=====

one | Entry from the OMol25 dataset: a 2-piece molecular cluster, C62H80N5O overall (ωB97M-V with the def2-TZVPD basis set).

Atoms and positions in Å:
C: 2.7238 -6.8175 3.7423
N: 1.5545 -6.0736 3.3397
C: 0.4907 -5.8990 4.1825
O: 0.3789 -6.3923 5.3001
C: -0.5310 -5.0242 3.4556
C: -0.7720 -3.6911 4.1733
C: -1.3726 -3.8866 5.5490
C: -2.7032 -4.2999 5.6589
C: -3.2649 -4.5049 6.9227
C: -2.4932 -4.2919 8.0702
C: -1.1582 -3.8804 7.9588
C: -0.6034 -3.6711 6.6953
N: 0.0852 -4.8626 2.1368
C: -0.5295 -4.1281 1.1864
C: -0.0254 -3.8966 -0.0918
C: -0.7360 -3.2425 -1.0983
C: -0.3439 -3.1908 -2.4797
C: -1.2984 -2.8724 -3.4845
C: -0.9636 -2.8564 -4.8184
C: 0.3761 -3.0735 -5.2180
N: 0.7493 -2.8788 -6.5567
C: 1.5328 -1.7169 -6.9315
C: 0.8823 -3.9860 -7.4809
C: 1.3333 -3.4313 -4.2398
C: 0.9829 -3.4812 -2.9033
C: 1.4312 -5.4572 2.0279
C: 2.5120 -4.3881 1.8268
C: 1.5364 -6.5361 0.9363
H: 2.6542 -7.0461 4.8072
H: 2.8025 -7.7509 3.1728
H: 3.6237 -6.2248 3.5464
H: -1.4908 -5.5760 3.3729
H: 0.1903 -3.1573 4.2490
H: -1.4317 -3.0803 3.5390
H: -3.2724 -4.4768 4.7444
H: -4.3078 -4.8216 6.9972
H: -2.9348 -4.4401 9.0558
H: -0.5441 -3.7214 8.8472
H: 0.4433 -3.3758 6.5803
H: -1.5187 -3.7396 1.4607
H: 0.9629 -4.2900 -0.3287
H: -1.7093 -2.8143 -0.8438
H: -2.3272 -2.6701 -3.1835
H: -1.6948 -2.6367 -5.6015
H: 1.0963 -0.8066 -6.4972
H: 2.5790 -1.8024 -6.5951
H: 1.5203 -1.6504 -8.0245
H: 0.0290 -4.6675 -7.3903
H: 0.9169 -3.5621 -8.4898
H: 1.8094 -4.5565 -7.3108
H: 2.3548 -3.6530 -4.5600
H: 1.7353 -3.7398 -2.1568
H: 2.5042 -3.6779 2.6674
H: 3.4958 -4.8708 1.7728
H: 2.3483 -3.8381 0.8965
H: 0.9503 -7.4191 1.2268
H: 1.1739 -6.1766 -0.0296
H: 2.5906 -6.8239 0.8299
C: 3.2890 3.9124 -0.7751
C: 3.7589 2.4704 -0.7058
C: 3.7054 1.8617 -2.1165
C: 5.2255 2.5016 -0.2593
C: 2.9618 1.5694 0.2736
C: 3.3147 0.2155 0.2641
C: 2.5794 -0.7310 0.9757
C: 1.6102 -0.2982 1.8797
C: 1.4847 1.0590 2.1840
C: 0.9598 1.4581 3.5954
C: -0.4928 1.9221 3.5552
C: 1.8971 2.5107 4.1909
C: 0.9547 0.2589 4.5618
C: 1.9144 1.9667 1.1446
N: 1.0391 3.0198 0.7262
C: 0.2852 2.9015 -0.4434
C: 0.4760 1.9164 -1.3908
C: -0.1566 1.8939 -2.6927
C: -0.2393 3.0424 -3.5108
C: -1.1138 3.0592 -4.5890
C: -1.8209 1.8956 -4.9329
C: -1.5975 0.7035 -4.2331
C: -0.7161 0.6826 -3.1576
N: -0.8148 3.7194 -0.2771
C: -2.0030 3.7690 -1.0856
C: -2.8795 2.6440 -1.1958
C: -3.0470 1.4606 -0.1695
C: -3.7917 0.2807 -0.8234
C: -3.8451 2.0016 1.0277
C: -1.7589 0.8662 0.3689
C: -3.8403 2.7059 -2.2157
C: -4.3180 3.9311 -2.6649
C: -3.6283 5.0766 -2.2983
C: -2.3567 4.9861 -1.7144
C: -1.5191 6.2853 -1.9198
C: -1.6427 6.6992 -3.3996
C: -0.0304 6.1940 -1.6402
C: -2.1224 7.4019 -1.0624
C: -0.6491 4.4495 0.8986
C: 0.4853 4.0381 1.4906
H: 3.3680 4.4129 0.1945
H: 3.9211 4.4487 -1.4978
H: 2.2631 3.9760 -1.1456
H: 4.2646 0.9199 -2.1696
H: 2.6712 1.6690 -2.4226
H: 4.1445 2.5622 -2.8383
H: 5.6601 1.4990 -0.2136
H: 5.8110 3.1059 -0.9650
H: 5.3084 2.9599 0.7337
H: 4.1623 -0.1158 -0.3370
H: 2.8122 -1.7902 0.8859
H: 1.0105 -1.0436 2.4120
H: -1.1149 1.1870 3.0326
H: -0.8903 2.0296 4.5772
H: -0.6142 2.8909 3.0715
H: 2.8595 2.0431 4.4293
H: 2.1036 3.3306 3.5003
H: 1.4704 2.9241 5.1115
H: 1.9240 -0.2525 4.6035
H: 0.7306 0.6106 5.5778
H: 0.1751 -0.4725 4.3155
H: 1.0782 1.0620 -1.0815
H: 0.4169 3.8846 -3.2697
H: -1.2387 3.9743 -5.1705
H: -2.5254 1.9235 -5.7652
H: -2.1113 -0.2088 -4.5289
H: -0.4551 -0.2428 -2.6362
H: -3.2883 -0.0332 -1.7485
H: -3.7890 -0.5880 -0.1509
H: -4.8392 0.5189 -1.0446
H: -3.3045 2.8262 1.5114
H: -4.8220 2.3862 0.7093
H: -4.0035 1.2116 1.7738
H: -1.1893 1.5791 0.9680
H: -1.9884 0.0018 1.0134
H: -1.1282 0.4957 -0.4440
H: -4.2991 1.8012 -2.6222
H: -5.2180 3.9954 -3.2780
H: -4.0428 6.0525 -2.5504
H: -2.6547 7.0252 -3.6585
H: -0.9602 7.5319 -3.6170
H: -1.3718 5.8612 -4.0558
H: 0.1915 6.0815 -0.5787
H: 0.4355 5.3843 -2.2076
H: 0.4375 7.1297 -1.9771
H: -2.0679 7.1544 0.0043
H: -1.5666 8.3338 -1.2265
H: -3.1750 7.5786 -1.3125
H: -1.3721 5.1905 1.2038
H: 0.9298 4.3900 2.4066

Gap between HOMO and LUMO (eV): 3.45
HOMO level (eV): -8.03
Net charge: +1

=====

two | Entry from the OMol25 dataset: an isolated ion of composition C62H80N5O and charge +1 (ωB97M-V with the def2-TZVPD basis set).

Atoms and positions in Å:
C: 3.3454 5.1733 -4.0458
N: 3.1785 3.8946 -3.3821
C: 4.0541 2.8800 -3.6796
O: 5.0589 2.9868 -4.3774
C: 3.5386 1.6221 -2.9838
C: 4.5343 1.0079 -2.0001
C: 5.9191 0.7660 -2.5672
C: 6.0802 0.1553 -3.8171
C: 7.3634 -0.0582 -4.3346
C: 8.4898 0.3463 -3.6081
C: 8.3294 0.9832 -2.3726
C: 7.0472 1.1747 -1.8462
N: 2.3095 2.1027 -2.3449
C: 1.5215 1.1587 -1.7434
C: 0.3518 1.3347 -1.0607
C: -0.7077 0.2858 -1.0730
C: -1.9348 1.0091 -1.7031
C: -2.3329 0.7684 -3.0239
C: -3.6198 1.1085 -3.4239
C: -4.5299 1.7148 -2.5180
N: -5.8596 1.7950 -2.8086
C: -6.8244 2.3690 -1.8862
C: -6.3602 1.3484 -4.0901
C: -4.0108 2.1890 -1.2864
C: -2.7080 1.8775 -0.9239
C: 1.8809 3.3864 -2.9372
C: 1.2375 4.3901 -1.9876
C: 0.9335 3.1612 -4.1386
H: 4.4127 5.3067 -4.2553
H: 2.7683 5.2122 -4.9828
H: 2.9888 5.9607 -3.3771
H: 3.2585 0.8701 -3.7514
H: 4.6121 1.6853 -1.1405
H: 4.1102 0.0580 -1.6353
H: 5.1992 -0.1552 -4.3836
H: 7.4764 -0.5161 -5.3188
H: 9.4911 0.1495 -3.9917
H: 9.1922 1.3501 -1.8175
H: 6.9009 1.6562 -0.8755
H: 1.9196 0.1407 -1.8233
H: 0.1128 2.2129 -0.4399
H: -0.3543 -0.4824 -1.7588
H: -1.6471 0.2612 -3.7083
H: -3.9503 0.8515 -4.4302
H: -6.7342 1.9070 -0.8900
H: -6.7153 3.4598 -1.7563
H: -7.8320 2.1679 -2.2745
H: -6.0115 0.3306 -4.3075
H: -7.4517 1.3447 -4.0463
H: -6.0340 1.9949 -4.9194
H: -4.6302 2.7750 -0.6060
H: -2.3005 2.3085 -0.0083
H: 1.8281 4.4897 -1.0720
H: 1.1890 5.3776 -2.4713
H: 0.2184 4.0757 -1.7383
H: 1.4349 2.5444 -4.9009
H: 0.0214 2.6571 -3.7899
H: 0.6772 4.1429 -4.5676
C: -1.2161 0.7636 4.6017
C: -1.4141 1.9570 3.6835
C: -2.8219 1.9626 3.0840
C: -1.3136 3.2255 4.5568
C: -0.3662 2.0273 2.5510
C: -0.3728 3.2399 1.8419
C: 0.7804 3.6778 1.1989
C: 1.9401 2.8998 1.2482
C: 1.9525 1.6409 1.8741
C: 3.3245 1.0078 2.2663
C: 3.5422 -0.3808 1.6687
C: 3.4492 0.9635 3.7939
C: 4.4942 1.8673 1.7745
C: 0.6759 1.1092 2.2499
N: 0.4067 -0.3103 2.1921
C: -0.3272 -0.9877 1.2534
C: -1.1695 -0.2950 0.2099
C: -2.4223 -1.1474 -0.0210
C: -3.3675 -1.1242 0.9964
C: -4.6249 -1.7112 0.8033
C: -4.9369 -2.2628 -0.4450
C: -3.9869 -2.2800 -1.4607
C: -2.7004 -1.7926 -1.2264
N: -0.4908 -2.2729 1.7256
C: -1.2064 -3.4129 1.1921
C: -0.8568 -3.9245 -0.0844
C: 0.5898 -3.9294 -0.6602
C: 0.5888 -4.2002 -2.1647
C: 1.2878 -5.0940 0.0568
C: 1.3673 -2.6371 -0.4602
C: -1.8042 -4.7157 -0.7555
C: -2.8565 -5.2843 -0.0596
C: -2.9494 -5.0770 1.3065
C: -2.2097 -4.0788 1.9619
C: -2.5697 -3.9561 3.4889
C: -4.0653 -4.2513 3.7171
C: -2.3728 -2.5993 4.1453
C: -1.7593 -5.0246 4.2318
C: 0.3801 -2.4404 2.8194
C: 0.8926 -1.2436 3.1235
H: -0.1957 0.7336 5.0078
H: -1.9155 0.8326 5.4485
H: -1.4296 -0.1752 4.0843
H: -3.0513 2.9340 2.6261
H: -2.9474 1.1911 2.3152
H: -3.5611 1.7773 3.8757
H: -1.5284 4.1328 3.9815
H: -2.0462 3.1684 5.3729
H: -0.3139 3.3231 4.9974
H: -1.2559 3.8859 1.8638
H: 0.7653 4.6335 0.6663
H: 2.8414 3.3011 0.7688
H: 3.2444 -0.4105 0.6119
H: 4.6098 -0.6490 1.7264
H: 2.9993 -1.1553 2.2149
H: 3.4667 1.9836 4.1976
H: 2.6133 0.4463 4.2664
H: 4.3786 0.4507 4.0751
H: 4.4168 2.9038 2.1197
H: 5.4402 1.4639 2.1605
H: 4.5661 1.8576 0.6810
H: -1.4209 0.5480 0.8831
H: -3.0495 -0.6954 1.9475
H: -5.3286 -1.7210 1.6347
H: -5.9280 -2.6630 -0.6401
H: -4.2103 -2.7292 -2.4330
H: -1.9027 -1.9890 -1.9542
H: -0.0020 -3.4475 -2.7011
H: 1.6121 -4.1533 -2.5577
H: 0.2019 -5.1958 -2.3953
H: 1.3068 -4.9282 1.1415
H: 0.7269 -6.0189 -0.1256
H: 2.3159 -5.2365 -0.2992
H: 1.7255 -2.5050 0.5642
H: 2.2545 -2.6088 -1.1176
H: 0.7557 -1.7651 -0.7229
H: -1.7191 -4.9184 -1.8248
H: -3.5919 -5.9152 -0.5695
H: -3.6549 -5.7084 1.8551
H: -4.3161 -5.3042 3.5655
H: -4.3437 -4.0183 4.7531
H: -4.6873 -3.6313 3.0621
H: -1.3294 -2.3693 4.3766
H: -2.8260 -1.8022 3.5449
H: -2.9013 -2.5894 5.1151
H: -0.6804 -4.8693 4.1148
H: -1.9907 -5.0190 5.3057
H: -1.9953 -6.0170 3.8303
H: 0.4845 -3.3888 3.3238
H: 1.4700 -0.9465 3.9841

Gap between HOMO and LUMO (eV): 6.66
HOMO level (eV): -9.02
Net charge: +1

=====

On energetic grounds, two is preferred over the next structure by 85.3 kJ/mol.